# 1
2 unconnected molecules or ions with the total composition C5H10O2. Source: OMol25; level of theory: ωB97M-V with the def2-TZVPD basis set.

Computed properties:
E_LUMO = 0.9 eV
E_tot = -346.91389 Eh
Gap between HOMO and LUMO = 9.623 eV
SMILES string = C/C=C\OC.C=O

ORCA input file:
```
! RIJCOSX wB97M-V def2-TZVPD def2/J DEFGRID3
* xyz 0 1
O 0.2191 -2.7555 0.6952
O 0.7594 1.0198 -0.3988
C 2.1600 0.8442 -0.3872
C -1.2798 -0.0773 -0.7832
C 0.1596 -1.6703 1.2120
C -2.0374 0.8413 0.1268
C 0.0348 0.0236 -0.9827
H 2.4706 0.0993 0.3585
H 2.5371 0.5319 -1.3689
H -1.5544 1.8198 0.1865
H 1.0550 -1.0307 1.3678
H -3.0726 0.9808 -0.1956
H -1.8027 -0.8962 -1.2693
H -0.7693 -1.2526 1.6468
H -2.0756 0.4433 1.1504
H 2.5908 1.8098 -0.1187
H 0.5878 -0.6667 -1.6212
*
```

Results of the Löwdin charge analysis, in e, for atoms 1 through 5: 0.00, -0.15, -0.09, -0.16, -0.16

---

# 2
2 unconnected molecules or ions with the total composition C5H10O2. Source: OMol25; level of theory: ωB97M-V with the def2-TZVPD basis set.

Computed properties:
E_LUMO = 0.9 eV
E_tot = -346.97234 Eh
Gap between HOMO and LUMO = 10.566 eV
SMILES string = C=CCC.O=CO

ORCA input file:
```
! RIJCOSX wB97M-V def2-TZVPD def2/J DEFGRID3
* xyz 0 1
O -2.7397 1.0192 -0.4005
O -1.0075 2.3775 0.0770
C 1.2914 -1.0860 0.4244
C -1.7701 1.6406 -0.7451
C -0.0602 -1.2187 -0.2200
C -0.2884 -1.2478 -1.5305
C 1.3521 0.1044 1.3861
H -1.3801 1.7006 -1.7684
H 0.5268 -1.1944 -2.2506
H -1.3910 2.2766 0.9657
H 1.1011 1.0349 0.8657
H 0.6400 -0.0245 2.2105
H -1.2963 -1.3303 -1.9303
H 2.3492 0.2129 1.8251
H 2.0601 -0.9841 -0.3515
H 1.5226 -2.0061 0.9788
H -0.9101 -1.2749 0.4637
*
```

Results of the Löwdin charge analysis, in e, for atoms 1 through 5: 0.06, 0.06, -0.27, -0.41, -0.21

---

# 3
A single C5H10O2 molecule. Source: OMol25; level of theory: ωB97M-V with the def2-TZVPD basis set.

Computed properties:
E_LUMO = 0.8 eV
E_tot = -346.86658 Eh
Gap between HOMO and LUMO = 9.326 eV

ORCA input file:
```
! RIJCOSX wB97M-V def2-TZVPD def2/J DEFGRID3
* xyz 0 1
O 2.3672 0.4137 1.2727
O -2.1876 -0.5405 -0.7027
C -0.1661 0.6278 -0.0831
C 1.9092 -0.6786 0.4942
C 0.3931 -0.6609 0.5163
C -1.6792 0.6606 -0.0606
C -2.4851 -0.5892 -1.9612
H -2.3280 0.4617 -2.3524
H 2.2717 -0.5932 -0.5438
H 0.1846 0.7501 -1.1186
H 3.3296 0.4239 1.2315
H -2.0820 1.5397 -0.5800
H 2.2725 -1.6334 0.9017
H 0.2140 1.4868 0.4808
H -2.0755 0.6193 0.9572
H 0.0586 -0.7466 1.5578
H 0.0029 -1.5411 -0.0097
*
```

Results of the Löwdin charge analysis, in e, for atoms 1 through 5: -0.07, -0.20, -0.18, -0.28, -0.19

---

# 4
A single C5H10O2 molecule. Source: OMol25; level of theory: ωB97M-V with the def2-TZVPD basis set.

Computed properties:
E_LUMO = 0.8 eV
E_tot = -346.99414 Eh
Gap between HOMO and LUMO = 10.864 eV
SMILES string = CC(=O)C(C)(C)O

ORCA input file:
```
! RIJCOSX wB97M-V def2-TZVPD def2/J DEFGRID3
* xyz 0 1
O -2.0715 0.1635 -0.8217
O -1.2175 -0.7053 1.4469
C -0.8721 0.3171 -0.6833
C 0.5711 -1.5674 0.1214
C -0.0485 1.0745 -1.7024
C -0.2028 -0.3021 0.5605
C 0.6371 0.7254 1.3245
H -0.7095 1.4308 -2.4955
H 0.0015 1.5603 1.6467
H -0.1560 -2.3813 0.0599
H 1.4816 1.1150 0.7487
H 1.3001 -1.8405 0.8897
H 1.0241 0.2434 2.2278
H 0.4493 1.9300 -1.2324
H 1.0914 -1.4907 -0.8413
H 0.7321 0.4386 -2.1366
H -2.0279 -0.7001 0.9089
*
```

Results of the Löwdin charge analysis, in e, for atoms 1 through 5: 0.09, -0.02, -0.36, 0.00, 0.00

---

# 5
A molecular structure, C5H10O2. Source: OMol25; level of theory: ωB97M-V with the def2-TZVPD basis set.

Computed properties:
E_LUMO = 0.7 eV
E_tot = -346.78118 Eh
Gap between HOMO and LUMO = 7.105 eV

ORCA input file:
```
! RIJCOSX wB97M-V def2-TZVPD def2/J DEFGRID3
* xyz 0 1
O -0.0485 0.5991 -0.5271
O -0.5059 -1.8424 -0.7758
C -1.8351 -0.1856 0.5365
C -1.2033 1.1380 0.1211
C 2.2798 -0.0464 -0.3818
C -0.5834 -1.0057 0.2517
C 1.1819 0.4853 0.5127
H -1.7824 1.7285 -0.5946
H 2.0848 -1.0743 -0.7243
H -2.1658 -0.2646 1.5754
H -0.9205 1.7621 0.9733
H -0.9212 -1.4415 -1.5557
H -2.6514 -0.5075 -0.1207
H -0.0070 -1.3787 1.0823
H 2.4816 0.5603 -1.2829
H 3.2051 -0.0793 0.2077
H 1.3914 1.5524 0.7022
*
```

Results of the Löwdin charge analysis, in e, for atoms 1 through 5: -0.23, 0.09, -0.08, -0.20, -0.18

---

# 6
A single C5H10O2 molecule. Source: OMol25; level of theory: ωB97M-V with the def2-TZVPD basis set.

Computed properties:
E_LUMO = 0.9 eV
E_tot = -346.96942 Eh
Gap between HOMO and LUMO = 10.521 eV
SMILES string = OC[C@H]1CCOC1

ORCA input file:
```
! RIJCOSX wB97M-V def2-TZVPD def2/J DEFGRID3
* xyz 0 1
O 2.3884 0.1338 0.9103
O -2.0735 -0.4363 -0.3574
C 0.1499 -0.4053 0.3543
C -0.3404 1.0502 0.3430
C -0.8352 -1.0639 -0.6098
C -1.8234 0.9343 -0.0673
C 1.6038 -0.5612 -0.0403
H 0.0082 -0.8336 1.3536
H -0.5148 -0.9027 -1.6553
H 1.8740 -1.6295 -0.0754
H -0.9632 -2.1387 -0.4514
H -2.0428 1.5515 -0.9506
H -0.2044 1.5339 1.3129
H 1.7465 -0.1481 -1.0539
H 0.2264 1.6312 -0.3949
H -2.5136 1.2342 0.7283
H 3.3142 0.0502 0.6541
*
```

Results of the Löwdin charge analysis, in e, for atoms 1 through 5: -0.06, -0.13, -0.29, -0.12, -0.18

---

# 7
A single C5H10O2 molecule. Source: OMol25; level of theory: ωB97M-V with the def2-TZVPD basis set.

Computed properties:
E_LUMO = 0.8 eV
E_tot = -346.81999 Eh
Gap between HOMO and LUMO = 9.101 eV

ORCA input file:
```
! RIJCOSX wB97M-V def2-TZVPD def2/J DEFGRID3
* xyz 0 1
O -1.3570 1.0557 -1.7297
O -0.0575 -0.9072 -0.3962
C -0.6748 1.3729 0.3302
C -0.2581 1.6974 -1.0936
C -0.3257 -0.0242 0.6777
C 0.9264 0.5793 1.3420
C 0.2504 -2.2217 0.0081
H -0.5617 -2.6553 0.6098
H 0.7093 1.3227 -1.4676
H -1.1731 0.1045 -1.6542
H -0.3484 2.7610 -1.3273
H -1.0090 -0.5004 1.3964
H 1.1784 -2.2559 0.5962
H 0.6433 1.6531 1.4524
H 1.1118 0.2714 2.3657
H 1.8232 0.4892 0.7281
H 0.3782 -2.8162 -0.8997
*
```

Results of the Löwdin charge analysis, in e, for atoms 1 through 5: -0.05, -0.20, 0.07, -0.28, -0.43

---

# 8
A single C5H10O2 molecule. Source: OMol25; level of theory: ωB97M-V with the def2-TZVPD basis set.

Computed properties:
E_LUMO = 0.8 eV
E_tot = -346.99802 Eh
Gap between HOMO and LUMO = 10.931 eV
SMILES string = CC(=O)C(C)(C)O

ORCA input file:
```
! RIJCOSX wB97M-V def2-TZVPD def2/J DEFGRID3
* xyz 0 1
O 1.5576 -1.4366 0.7908
O -0.9933 -1.3409 1.1901
C 1.0111 -0.5480 0.1646
C -1.2291 -0.3512 -0.9673
C 1.7727 0.3050 -0.8217
C -0.4930 -0.3108 0.3739
C -0.7037 1.0331 1.0850
H -0.9125 0.4566 -1.6366
H -0.3164 1.8827 0.5129
H -2.3022 -0.2472 -0.7795
H -1.0661 -1.3148 -1.4621
H -1.7763 1.1817 1.2401
H 1.5582 -0.0488 -1.8384
H -0.2191 1.0139 2.0655
H 1.4783 1.3586 -0.7731
H -0.2104 -1.8359 1.4907
H 2.8442 0.2025 -0.6348
*
```

Results of the Löwdin charge analysis, in e, for atoms 1 through 5: 0.09, -0.01, -0.37, -0.02, 0.00

---

Result set for E_HOMO: -8.73 -9.70 -8.51 -10.02 -6.45 -9.64 -8.34 -10.09 eV, one per record in the order listed.
Result set for ΔE to the lowest compared entry with this formula, charge and spin: 3.035 1.445 4.323 0.851 6.646 1.524 5.590 0.746 eV, one per record in the order listed.